# 1
CH4N3O3S | ωB97M-V with the def2-TZVPD basis set

Values from the calculation:
**SMILES string**: N/C(N=S(=O)=O)=[NH+]\O
**Highest occupied orbital energy**: -15.264 eV
**E_LUMO**: -5.6 eV
**Orbital gap**: 9.71 eV

Structure (ORCA input):
```
! wB97M-V def2-TZVPD RIJCOSX def2/J DEFGRID3
* xyz 1 1
N -1.304 -0.390 -0.002
C -0.481 0.696 -0.208
N -0.891 1.920 -0.632
S -2.283 2.592 -0.390
O -2.341 3.939 -0.827
O -3.221 1.858 0.348
N 0.808 0.627 -0.181
O 1.518 -0.432 0.282
H -2.324 -0.283 0.072
H -0.663 -1.137 0.409
H 1.148 1.564 -0.450
H 2.277 -0.215 0.813
*
```

---

# 2
C3H3Br | ωB97M-V with the def2-TZVPD basis set

Values from the calculation:
**Highest occupied orbital energy (spin up / spin down)**: -6.885 / -9.135 eV
**E_LUMO (spin up / spin down)**: -0.1 / 0.4 eV
**Orbital gap (spin up / spin down)**: 6.78 / 9.58 eV

Structure (ORCA input):
```
! wB97M-V def2-TZVPD RIJCOSX def2/J DEFGRID3
* xyz 0 1
C 0.873 0.480 0.238
C 0.594 -0.595 -0.523
C -0.462 0.287 -0.219
Br -1.841 1.028 -1.167
H 1.616 0.969 0.832
H 0.675 -1.504 -0.940
H -1.455 -0.665 1.779
*
```

---

# 3
C3H3CuLiO4 | ωB97M-V with the def2-TZVPD basis set

Values from the calculation:
**Highest occupied orbital energy (spin up / spin down)**: -6.940 / -6.890 eV
**E_LUMO (spin up / spin down)**: -2.2 / -2.7 eV
**Orbital gap (spin up / spin down)**: 4.73 / 4.16 eV

Structure (ORCA input):
```
! wB97M-V def2-TZVPD RIJCOSX def2/J DEFGRID3
* xyz 0 2
C -1.577 0.556 -0.838
O -1.733 1.676 -0.298
O -1.134 -0.282 0.244
C -1.352 -1.670 0.134
H -0.786 -2.168 0.931
H -2.430 -1.881 0.191
H -0.979 -2.066 -0.821
Li -0.384 1.313 1.136
C 1.809 0.879 -0.682
O 2.938 0.610 -1.124
O 1.557 1.306 0.478
Cu 4.070 1.727 0.648
*
```

---

# 4
C45H62BrClN5O4S2SiSn | ωB97M-V with the def2-TZVPD basis set

Values from the calculation:
**Highest occupied orbital energy (spin up / spin down)**: 1.214 / -1.487 eV
**E_LUMO (spin up / spin down)**: 3.3 / 3.3 eV
**Orbital gap (spin up / spin down)**: 2.09 / 4.79 eV

Structure (ORCA input):
```
! wB97M-V def2-TZVPD RIJCOSX def2/J DEFGRID3
* xyz -2 2
Sn -1.052 -0.752 0.030
O -0.149 -4.750 -1.577
C -0.238 -3.528 -1.687
O -0.145 -2.727 -0.700
C -0.346 -2.950 -3.076
C 0.340 -3.672 -4.047
C 0.385 -3.277 -5.369
C -0.299 -2.127 -5.741
C -0.997 -1.407 -4.798
C -1.034 -1.787 -3.450
S -2.027 -0.772 -2.430
H 0.848 -4.573 -3.729
H 0.931 -3.858 -6.104
H -0.289 -1.796 -6.773
H -1.545 -0.519 -5.081
O -0.767 1.080 1.813
N -1.568 1.197 2.820
C -2.392 2.251 2.875
C -3.262 2.457 3.921
C -3.311 1.509 4.941
C -2.477 0.420 4.872
C -1.572 0.241 3.815
S -0.514 -1.051 3.768
H -2.317 2.920 2.031
H -3.881 3.341 3.943
H -3.986 1.632 5.779
H -2.477 -0.342 5.635
C -3.513 6.552 -4.966
C -2.194 5.790 -4.820
C -1.040 6.795 -4.960
C -2.075 4.782 -5.971
C -2.052 5.033 -3.443
O -0.758 4.475 -3.458
C -2.286 6.002 -2.261
C -1.643 5.632 -0.910
C -0.136 5.596 -0.912
C 0.615 6.696 -1.395
C 1.989 6.677 -1.371
C 2.654 5.579 -0.840
Cl 4.389 5.567 -0.810
C 1.938 4.490 -0.314
C 0.563 4.516 -0.357
C -3.076 3.860 -3.380
N -3.087 3.162 -2.131
C -2.184 2.308 -1.616
N -2.648 1.790 -0.501
C -3.859 2.356 -0.363
N -4.167 3.192 -1.330
H -3.539 7.027 -5.946
H -3.608 7.329 -4.213
H -4.373 5.893 -4.891
H -0.999 7.174 -5.979
H -0.098 6.306 -4.730
H -1.165 7.647 -4.296
H -1.898 5.304 -6.911
H -2.984 4.194 -6.080
H -1.238 4.114 -5.786
H -0.372 4.523 -2.569
H -3.363 6.085 -2.107
H -1.907 6.985 -2.538
H -2.022 4.675 -0.552
H -1.982 6.393 -0.193
H 0.105 7.563 -1.792
H 2.556 7.513 -1.759
H 2.458 3.650 0.118
H 0.018 3.675 0.053
H -2.818 3.140 -4.158
H -4.093 4.224 -3.531
H -1.230 2.103 -2.049
H -4.515 2.165 0.462
C 1.486 -5.669 1.127
C 1.795 -4.996 2.466
C 0.493 -4.313 2.886
C 2.150 -6.096 3.476
Si 3.208 -3.664 2.334
Br 2.535 -1.773 1.293
C 4.672 -4.200 1.142
C 4.187 -4.252 -0.311
C 5.804 -3.171 1.177
C 5.252 -5.571 1.493
C 3.818 -3.020 4.092
C 4.881 -3.935 4.710
C 2.648 -2.899 5.073
C 4.410 -1.611 3.990
H 0.634 -6.338 1.251
H 2.317 -6.268 0.762
H 1.199 -4.944 0.369
H -0.311 -5.050 2.936
H 0.215 -3.567 2.144
H 0.556 -3.820 3.849
H 1.345 -6.831 3.517
H 2.278 -5.698 4.480
H 3.063 -6.617 3.193
H 3.803 -3.287 -0.627
H 3.403 -4.984 -0.456
H 5.021 -4.513 -0.965
H 5.417 -2.180 0.957
H 6.551 -3.418 0.422
H 6.304 -3.153 2.141
H 4.505 -6.353 1.377
H 5.632 -5.602 2.511
H 6.080 -5.806 0.821
H 4.540 -4.965 4.790
H 5.131 -3.588 5.714
H 5.799 -3.919 4.125
H 2.250 -3.869 5.359
H 1.846 -2.300 4.648
H 2.982 -2.402 5.986
H 5.193 -1.546 3.244
H 4.833 -1.323 4.954
H 3.634 -0.898 3.733
C -5.293 -3.005 2.126
C -3.980 -3.353 2.481
C -2.929 -2.726 1.873
N -3.077 -1.757 0.941
C -4.342 -1.438 0.580
C -5.449 -2.027 1.134
H -6.147 -3.474 2.594
H -3.802 -4.117 3.228
H -1.906 -2.972 2.118
H -4.416 -0.682 -0.192
H -6.441 -1.739 0.811
*
```

---

# 5
C29H33F3I2LaN10O6S3 | ωB97M-V with the def2-TZVPD basis set

Values from the calculation:
**Highest occupied orbital energy**: -5.217 eV
**E_LUMO**: 1.8 eV
**Orbital gap**: 6.98 eV

Structure (ORCA input):
```
! wB97M-V def2-TZVPD RIJCOSX def2/J DEFGRID3
* xyz -1 1
La 0.065 -0.112 -0.179
C 0.026 -0.290 3.435
C -0.431 1.104 3.281
N -1.172 1.221 2.022
C -1.443 2.616 1.597
C -0.201 3.220 0.973
C 0.015 4.578 0.725
C 1.275 4.903 0.293
C 2.311 4.039 0.116
C 2.046 2.693 0.409
C 3.221 1.766 0.601
N 2.934 0.379 0.312
C 3.235 -0.556 1.405
C 2.333 -0.533 2.646
N 0.946 -0.733 2.361
N 0.790 2.312 0.729
H -0.842 -1.010 3.431
H 0.536 -0.464 4.427
H 0.436 1.756 3.420
H -1.126 1.370 4.078
H -2.108 0.790 2.109
H -1.832 3.199 2.411
H -2.256 2.598 0.908
H -0.698 5.359 1.052
H 1.648 5.906 0.094
H 3.299 4.313 -0.233
H 3.553 1.869 1.634
H 4.082 2.122 -0.024
H 3.422 0.052 -0.511
H 4.307 -0.453 1.761
H 3.118 -1.527 0.957
H 2.509 0.463 3.101
H 2.683 -1.183 3.453
H 0.870 -1.727 2.111
C 2.486 4.348 -3.122
S 4.071 3.553 -2.835
C 3.490 1.921 -2.679
S 4.615 0.590 -2.645
N 2.171 1.812 -2.594
N 1.596 0.573 -2.444
C 1.522 -0.134 -3.491
C 0.820 -1.402 -3.473
C 1.058 -2.372 -4.411
C 0.344 -3.556 -4.376
C -0.544 -3.734 -3.372
C -0.674 -2.739 -2.382
N -0.007 -1.593 -2.459
H 2.142 4.359 -4.135
H 2.759 5.390 -3.031
H 1.763 3.953 -2.460
H 2.004 0.215 -4.379
H 1.651 -2.052 -5.268
H 0.364 -4.322 -5.131
H -1.177 -4.578 -3.292
H -1.411 -2.954 -1.642
I -3.621 -6.674 3.035
C -3.705 -4.614 3.119
C -4.799 -3.873 2.857
C -4.702 -2.464 2.959
C -3.612 -2.004 3.585
N -2.515 -2.689 3.837
C -2.570 -3.955 3.556
H -5.695 -4.384 2.568
H -5.521 -1.806 2.762
H -3.636 -0.960 3.969
H -1.640 -4.499 3.713
I -1.071 5.598 -3.321
C -1.413 3.668 -2.831
C -2.564 2.845 -2.962
N -2.322 1.699 -2.330
N -1.166 1.721 -1.670
C -0.602 2.881 -1.980
H -3.381 2.868 -3.705
H -2.912 0.757 -2.238
H 0.279 3.163 -1.582
F 1.372 -6.016 0.369
C 0.739 -4.858 0.648
F -0.573 -5.057 0.418
F 0.735 -4.707 1.995
C 1.356 -3.579 -0.171
O 2.031 -3.763 -1.207
O 0.879 -2.558 0.344
O -3.087 0.507 0.469
S -3.234 -0.813 -0.198
O -3.472 -0.587 -1.624
O -1.908 -1.571 -0.057
O -4.260 -1.593 0.389
*
```

---

Electronic energy, respectively: -22539.051 -73194.798 -56190.890 -181259.246 -115520.551 eV.
Max |F|, respectively: 4.76 4.41 3.28 2.31 3.14 eV Å⁻¹.